Record 1
71
Properties=species:S:1:pos:R:3:forces:R:3:mulliken_charge:R:1 method="wB97M-V/def2-TZVPD" total_charge=0 e_tot_ha=-9598.2660 e_homo_ev=-7.89 lumo_energy_ev=-0.84
Bi 0.075147 1.094584 -0.903004 0.1 0.1 -0.1 0.907
C -0.846559 -3.763579 2.574545 0.0 0.0 0.0 -1.015
Se -1.061975 -2.014077 1.758671 -0.1 0.0 0.0 0.101
C 0.591481 -1.250166 2.440305 0.0 0.0 0.0 -0.004
C 1.847632 -1.905002 1.866486 0.0 0.0 0.0 -0.264
Se 3.143083 -0.531362 1.366794 0.0 0.0 0.1 0.070
C 4.552373 -1.755008 0.829127 0.0 0.0 0.0 -1.096
H -0.785520 -3.668614 3.656781 0.0 0.0 0.0 0.368
H 0.035873 -4.263592 2.181251 0.0 0.0 0.0 0.279
H -1.724685 -4.348392 2.311696 0.0 0.0 0.0 0.339
H 0.579253 -1.305959 3.527511 0.0 0.0 0.0 0.452
H 0.532820 -0.189256 2.186732 0.0 0.0 0.0 -0.525
H 1.611255 -2.495734 0.980252 0.0 0.0 0.0 -0.003
H 2.321303 -2.556130 2.599883 0.0 0.0 0.0 0.425
H 4.875951 -2.345137 1.683220 0.0 0.0 0.0 0.343
H 5.390600 -1.162981 0.468756 0.0 0.0 0.0 0.366
H 4.202960 -2.409223 0.031744 0.0 0.0 0.0 0.308
S 2.085458 4.908829 3.825279 -0.1 0.0 0.0 -0.335
C 0.793381 4.475867 2.896509 0.2 0.0 0.0 0.060
S 0.594742 2.840701 2.306941 0.0 0.0 0.0 -0.062
C -0.809788 3.326711 1.401078 0.0 0.0 0.0 0.310
N -1.114980 4.563160 1.544712 0.0 0.0 0.1 -0.808
N -0.245424 5.201780 2.399660 0.0 -0.1 0.0 0.614
C -0.518071 6.590276 2.620219 0.0 0.0 0.0 0.578
C -0.190568 7.210371 3.817856 -0.1 0.0 0.0 -0.497
C -0.492378 8.553620 3.989838 0.0 0.0 0.0 -0.623
C -1.116394 9.274602 2.984574 0.0 0.0 0.0 -0.450
C -1.450484 8.639927 1.796771 0.0 0.0 0.0 -0.511
C -1.156728 7.300064 1.608995 0.1 0.0 0.0 -0.321
S -1.780325 2.235072 0.441931 0.0 -0.1 0.0 -0.309
H 0.288113 6.654648 4.606602 0.0 0.0 0.0 0.310
H -0.236580 9.032105 4.926039 0.0 0.0 0.0 0.359
H -1.346821 10.322471 3.126014 0.0 0.0 0.0 0.376
H -1.944422 9.188283 1.005150 0.0 0.0 0.0 0.351
H -1.424239 6.801535 0.689371 0.0 0.0 0.0 0.438
C -1.201077 -0.156190 -1.872264 -0.1 0.0 0.0 -0.927
Ge -0.503117 -1.567445 -2.994614 0.0 0.1 0.0 0.975
C -0.585293 -3.252317 -2.012987 0.0 0.0 0.0 0.359
C 0.540897 -4.030662 -1.761260 0.0 0.0 0.0 -0.177
C 0.443131 -5.206101 -1.024448 0.0 0.0 0.0 -0.641
C -0.788291 -5.620469 -0.539567 0.0 0.0 0.0 -0.548
C -1.922139 -4.858367 -0.793098 0.0 0.0 0.0 -0.663
C -1.817166 -3.682878 -1.521094 0.0 0.0 0.0 -0.470
C -1.511911 -1.704476 -4.657139 0.0 0.0 0.0 -0.105
C -1.023631 -2.484212 -5.706307 0.0 0.0 0.0 -0.053
C -1.745943 -2.629443 -6.881402 0.0 0.0 0.0 -0.687
C -2.975787 -1.998864 -7.020958 0.0 0.0 0.0 -0.417
C -3.475196 -1.222840 -5.985772 0.0 0.0 0.0 -0.563
C -2.744907 -1.076316 -4.812547 0.0 0.1 0.0 -0.419
C 1.345435 -1.055951 -3.369234 0.0 0.0 0.0 -0.210
C 2.313070 -1.074197 -2.361931 0.0 0.0 0.0 0.563
C 3.585576 -0.562343 -2.584679 0.0 0.0 0.0 -0.635
C 3.913703 -0.037682 -3.825866 0.0 0.0 0.0 -0.621
C 2.964845 -0.018519 -4.840253 0.0 0.0 0.0 -0.648
C 1.690251 -0.516628 -4.609367 0.0 0.0 0.0 -0.571
H -2.262278 -0.099484 -1.638379 0.0 -0.1 0.0 0.329
H 1.508446 -3.728091 -2.146886 0.0 0.0 0.0 0.443
H 1.328315 -5.802611 -0.839529 0.0 0.0 0.0 0.407
H -0.866814 -6.538295 0.030197 0.0 0.0 0.0 0.410
H -2.887827 -5.181317 -0.423424 0.0 0.0 0.0 0.440
H -2.711432 -3.095372 -1.704741 0.0 0.0 0.0 0.324
H -0.067236 -2.988515 -5.607243 0.0 0.0 0.0 0.439
H -1.352034 -3.236093 -7.687032 0.0 0.0 0.0 0.387
H -3.542709 -2.112811 -7.936302 0.0 0.0 0.0 0.379
H -4.432266 -0.727703 -6.091497 0.0 0.0 0.0 0.394
H -3.140137 -0.453532 -4.017578 0.0 0.0 0.0 0.235
H 2.077488 -1.480431 -1.381616 0.0 0.0 0.0 0.283
H 4.314678 -0.567705 -1.784356 0.0 0.0 0.0 0.277
H 4.905072 0.360193 -4.001315 0.0 0.0 0.0 0.394
H 3.215625 0.394216 -5.809225 0.0 0.0 0.0 0.400
H 0.952109 -0.480017 -5.402723 0.0 0.0 0.0 0.387



Record 2
78
Properties=species:S:1:pos:R:3:forces:R:3:mulliken_charge:R:1 method="wB97M-V/def2-TZVPD" total_charge=-1 spin_multiplicity=2 e_tot_ha=-4789.5061 e_homo_ev="-4.56 / -4.52" lumo_energy_ev="2.34 / 2.33" de_lowest_ev=1.813
Fe 0.347310 0.549029 0.434783 0.2 -1.8 -2.2 -0.887
C -3.325706 -0.519820 3.014880 0.0 0.1 0.1 -2.051
C -2.532269 -0.321649 1.759077 0.2 0.4 0.3 0.305
N -1.500925 0.457061 1.720716 -0.3 -1.1 -0.4 1.081
N -1.281662 1.263901 2.803739 0.3 0.4 -0.4 -1.078
C -0.310628 2.093205 2.466832 -1.0 0.2 1.1 0.592
O 0.383713 2.012494 1.413237 -0.9 4.0 0.0 0.061
C -0.015349 3.200249 3.420269 0.2 -0.1 -0.1 0.138
C -0.431826 3.134138 4.745715 -0.1 0.0 0.0 -0.186
C -0.111553 4.154666 5.626347 0.0 0.0 0.0 -0.747
C 0.618495 5.251146 5.187695 0.0 0.0 0.0 -0.329
C 1.032029 5.320445 3.864552 0.0 0.0 0.0 -0.734
C 0.724206 4.293838 2.986525 0.0 -0.1 -0.1 -0.302
C -3.066965 -0.899748 0.500612 0.0 0.0 0.2 1.004
C -4.304829 -1.549237 0.488892 0.1 -0.1 0.1 -1.159
C -4.846385 -1.934509 -0.724641 0.0 -0.1 0.0 -0.646
C -4.139275 -1.679007 -1.887772 0.0 -0.1 0.0 -0.943
C -2.913972 -1.037301 -1.774830 0.0 -0.1 0.0 -0.361
N -2.406601 -0.645477 -0.619419 0.3 0.0 -0.2 0.605
H -2.789733 -0.075957 3.848263 0.0 -0.1 0.0 0.411
H -3.472250 -1.586045 3.196984 0.0 0.0 0.0 0.426
H -4.311926 -0.055152 2.950724 0.0 0.0 0.0 0.344
H -1.000260 2.273690 5.068494 0.0 0.0 0.0 0.455
H -0.427831 4.093553 6.659783 0.0 0.0 0.0 0.370
H 0.876247 6.042792 5.879247 0.0 0.0 0.0 0.371
H 1.605576 6.171368 3.519954 0.0 0.0 0.0 0.384
H 1.058649 4.314489 1.957955 0.0 0.0 0.0 0.441
H -4.832538 -1.737154 1.412074 0.0 0.0 0.0 0.469
H -5.805258 -2.437721 -0.760301 0.0 0.0 0.0 0.393
H -4.517166 -1.971480 -2.857867 0.0 0.0 0.0 0.432
H -2.315903 -0.817299 -2.652424 0.0 0.0 -0.1 0.411
F 5.355394 1.233074 -1.323213 -0.2 0.0 0.0 -0.436
C 4.040016 1.539189 -1.483011 0.1 -0.2 0.1 0.055
C 3.103011 0.925862 -0.679328 0.0 0.4 -0.3 -0.180
C 1.750608 1.247632 -0.816193 0.1 -0.4 0.5 1.429
C 1.376410 2.163543 -1.825214 0.2 0.1 0.0 0.435
C 2.380961 2.748748 -2.595690 -0.2 0.1 -0.1 0.725
F 2.069695 3.670729 -3.560001 0.1 -0.1 0.1 -0.413
C 3.715879 2.466936 -2.450937 0.1 0.0 -0.1 -1.085
C -0.048082 2.486297 -1.967876 0.3 -0.1 -0.1 0.130
C -0.605075 3.328969 -2.938918 -0.1 0.0 0.1 -1.244
C -1.956309 3.601612 -2.892749 0.0 0.0 0.0 -0.503
C -2.729626 3.040926 -1.887373 0.0 0.0 0.0 -1.229
C -2.111445 2.180231 -1.003067 0.0 0.0 0.1 -0.353
N -0.816396 1.884787 -1.056369 0.0 -0.4 0.5 0.838
H 3.444114 0.227531 0.061102 0.0 -0.2 0.2 0.147
H 4.460915 2.945858 -3.067314 0.0 0.0 0.0 0.493
H 0.011582 3.767098 -3.702694 0.0 0.0 0.0 0.592
H -2.400373 4.257928 -3.630986 0.0 0.0 0.0 0.410
H -3.786505 3.247134 -1.796553 0.0 0.0 0.0 0.480
H -2.672674 1.695129 -0.220109 0.0 0.0 0.1 0.458
O 0.504668 -1.321972 -0.089812 -0.4 -0.2 0.1 -0.228
C 1.098253 -2.398924 -0.702347 -0.2 0.1 -0.3 2.233
C 1.784728 -3.358763 0.284718 0.2 0.2 0.1 -0.509
C 1.607321 -3.388062 1.629271 0.1 0.0 -0.1 -0.396
C 2.212664 -4.515564 2.252540 0.0 0.0 0.0 -0.720
C 2.821599 -5.339480 1.361697 -0.1 0.0 0.0 -0.599
S 2.660652 -4.753601 -0.240678 0.0 0.0 0.0 -0.025
C 2.069098 -1.998672 -1.805374 0.0 0.2 0.0 -0.340
C 3.426976 -2.099457 -1.836945 0.0 -0.1 -0.1 -0.804
C 4.010128 -1.531387 -3.001197 0.0 0.1 0.0 -0.896
C 3.082973 -0.974612 -3.823350 0.0 0.0 0.0 -0.609
S 1.502733 -1.152975 -3.196660 0.0 0.1 0.1 0.058
C 0.015587 -3.324981 -1.294678 -0.2 0.1 -0.1 -0.058
C -0.157729 -3.858761 -2.537816 0.0 0.0 0.1 -0.813
C -1.250391 -4.768583 -2.611107 0.0 0.0 0.0 -0.672
C -1.879998 -4.913653 -1.415594 0.0 0.0 0.0 -0.619
S -1.155283 -3.955626 -0.200891 -0.2 0.1 0.0 -0.028
H 1.043694 -2.633166 2.142756 0.0 0.2 0.1 0.325
H 2.197289 -4.692044 3.317537 0.0 0.0 0.1 0.397
H 3.362121 -6.250201 1.553839 0.1 -0.1 0.0 0.447
H 3.998814 -2.559889 -1.047870 0.0 0.0 0.0 0.633
H 5.070900 -1.516719 -3.196466 0.1 0.0 0.0 0.409
H 3.240041 -0.463063 -4.756701 0.0 0.0 -0.1 0.523
H 0.492853 -3.645042 -3.369268 0.0 0.0 0.0 0.674
H -1.541415 -5.287815 -3.512435 0.0 0.0 0.0 0.399
H -2.729926 -5.532652 -1.184056 -0.1 0.0 0.0 0.474
I 1.944150 0.217936 2.467286 1.5 -1.7 0.8 -0.277